[1]
DFT (ωB97M-V with the def2-TZVPD basis set) results for 3 unconnected molecules or ions with the total composition C30H52O5.

The value obtained for the HOMO-LUMO gap is 9.41 eV. The calculation puts the HOMO energy at -0.3216 hartree. The SMILES is CCCCCCCCCCC[C@H](COc1cc(C)ccc1C(C)C)OC=O.CC(C)=O.CC(C)=O.

Each line ends with the Mulliken charge.
Element x y z (Å)
C (5.343, 1.823, 1.507)  -1.232
C (3.916, 1.718, 2.173)  0.123
C (3.488, 0.225, 2.218)  -1.034
C (2.871, -0.168, 0.835)  -0.719
C (1.425, -0.684, 1.044)  0.119
C (0.830, -1.376, -0.221)  -0.908
C (-0.604, -0.820, -0.437)  -0.092
C (-1.674, -1.590, 0.340)  -0.486
C (-3.119, -1.126, 0.024)  -0.427
C (-4.051, -1.141, 1.261)  -1.208
C (-4.120, 0.195, 2.047)  -0.066
C (-4.526, 1.429, 1.212)  0.364
C (-3.368, 2.380, 0.849)  -1.460
O (-2.089, 1.732, 0.773)  0.122
C (-1.147, 2.367, 1.583)  -0.101
C (-0.776, 1.691, 2.730)  0.050
C (0.124, 2.218, 3.637)  0.985
C (0.442, 1.420, 4.883)  -1.584
C (0.646, 3.471, 3.344)  -1.216
C (0.307, 4.124, 2.185)  -0.011
C (-0.593, 3.596, 1.271)  0.155
C (-0.968, 4.325, -0.011)  1.032
C (-1.874, 5.558, 0.222)  -1.414
C (0.319, 4.753, -0.787)  -1.332
O (-5.426, 2.236, 2.029)  -0.396
C (-6.738, 1.844, 1.883)  0.212
O (-7.526, 2.505, 1.256)  -0.481
H (5.300, 2.509, 0.654)  0.286
H (5.608, 0.825, 1.144)  0.330
H (6.034, 2.176, 2.278)  0.333
H (3.197, 2.288, 1.572)  -0.131
H (3.937, 2.168, 3.175)  0.383
H (2.773, 0.081, 3.038)  0.220
H (4.358, -0.422, 2.395)  0.532
H (3.503, -0.896, 0.310)  0.407
H (2.802, 0.718, 0.186)  0.386
H (0.832, 0.187, 1.349)  -0.365
H (1.462, -1.374, 1.902)  0.341
H (1.443, -1.045, -1.064)  0.314
H (0.829, -2.469, -0.144)  0.351
H (-0.873, -0.870, -1.506)  0.521
H (-0.556, 0.245, -0.191)  -0.370
H (-1.586, -2.661, 0.100)  0.402
H (-1.505, -1.533, 1.431)  0.297
H (-3.531, -1.864, -0.683)  0.525
H (-3.163, -0.154, -0.482)  0.219
H (-5.075, -1.472, 1.042)  0.352
H (-3.630, -1.884, 1.959)  0.455
H (-3.181, 0.314, 2.594)  -0.513
H (-4.903, 0.068, 2.808)  0.383
H (-5.063, 1.100, 0.312)  0.424
H (-3.342, 3.223, 1.549)  0.656
H (-3.568, 2.807, -0.148)  0.263
H (-1.194, 0.709, 2.939)  -0.408
H (-0.103, 0.467, 4.810)  0.355
H (0.072, 1.888, 5.805)  0.383
H (1.501, 1.144, 4.972)  0.313
H (1.336, 3.932, 4.052)  0.382
H (0.768, 5.096, 2.005)  0.553
H (-1.507, 3.627, -0.661)  0.080
H (-1.836, 6.166, -0.694)  0.465
H (-2.928, 5.281, 0.349)  0.297
H (-1.526, 6.209, 1.033)  0.283
H (0.237, 5.760, -1.215)  0.372
H (0.503, 4.069, -1.626)  0.310
H (1.206, 4.731, -0.145)  0.285
H (-7.005, 0.903, 2.406)  0.357
C (0.884, -2.721, -5.344)  -1.048
C (1.730, -2.005, -4.326)  0.831
O (1.265, -1.600, -3.285)  -0.453
C (3.189, -1.812, -4.661)  -1.077
H (-0.138, -2.792, -4.977)  0.238
H (0.882, -2.167, -6.286)  0.375
H (1.270, -3.724, -5.503)  0.251
H (3.288, -1.221, -5.573)  0.333
H (3.670, -2.782, -4.794)  0.295
H (3.680, -1.285, -3.845)  0.263
C (3.015, -7.368, -4.178)  -1.088
C (1.696, -6.658, -3.999)  0.788
O (1.582, -5.473, -4.219)  -0.494
C (0.525, -7.486, -3.535)  -1.106
H (3.766, -6.656, -4.514)  0.259
H (3.337, -7.799, -3.230)  0.340
H (2.915, -8.155, -4.928)  0.330
H (0.741, -7.922, -2.558)  0.339
H (0.318, -8.278, -4.256)  0.332
H (-0.355, -6.851, -3.449)  0.271

[2]
DFT (ωB97M-V with the def2-TZVPD basis set) results for a molecular structure, C30H53AsCoF6NO20.

Its net charge is +1. As for the multiplicity: 4. As for the expectation value of S²: 3.75. The value obtained for the HOMO-LUMO gap (alpha / beta) is 7.21 / 6.37 eV. The calculation puts the HOMO energy (alpha / beta) at -0.4191 / -0.4191 hartree.

Each line ends with the Mulliken charge.
Element x y z (Å)
Co (15.209, 23.187, -21.142)  1.166
As (11.724, 23.342, -20.064)  1.991
F (13.334, 22.929, -20.802)  -0.100
F (12.144, 22.641, -18.503)  -0.436
F (10.068, 23.853, -19.508)  -0.557
F (11.187, 23.901, -21.713)  -0.473
F (11.203, 21.661, -20.534)  -0.397
F (12.328, 24.926, -19.560)  -0.481
C (9.417, 18.645, -16.512)  -0.647
C (8.954, 17.419, -16.780)  -0.452
C (9.423, 16.792, -17.983)  -0.402
C (10.236, 17.446, -18.953)  -0.297
C (10.556, 18.805, -18.707)  0.545
C (10.078, 19.364, -17.521)  -0.826
N (10.885, 16.658, -20.117)  0.909
O (10.837, 15.444, -20.179)  -0.541
O (11.454, 17.399, -20.983)  -0.526
H (9.182, 19.102, -15.563)  0.391
H (8.279, 16.871, -16.141)  0.433
H (9.176, 15.748, -18.113)  0.442
H (11.134, 19.429, -19.373)  0.381
H (10.439, 20.377, -17.414)  0.507
C (17.777, 17.476, -21.760)  -1.078
C (16.727, 18.179, -22.752)  -0.265
O (16.508, 19.505, -22.237)  -0.253
C (15.239, 20.099, -22.243)  0.663
O (15.114, 21.272, -21.881)  -0.536
O (14.260, 19.255, -22.584)  -0.291
C (12.922, 19.728, -22.710)  -0.556
H (18.255, 16.671, -22.318)  0.369
H (17.319, 17.215, -20.805)  0.283
H (18.535, 18.199, -21.459)  0.307
H (15.785, 17.637, -22.832)  0.272
H (17.100, 18.309, -23.767)  0.384
H (12.470, 19.077, -23.458)  0.331
H (12.744, 20.733, -23.093)  0.429
H (12.257, 19.668, -21.848)  -0.043
C (13.887, 25.856, -15.757)  -1.621
C (14.058, 25.163, -17.099)  0.662
O (14.772, 26.109, -17.892)  -0.314
C (15.340, 25.743, -19.083)  0.658
O (15.238, 24.587, -19.629)  -0.399
O (15.996, 26.695, -19.519)  -0.315
C (16.226, 27.949, -18.868)  -0.692
H (14.790, 26.044, -15.176)  0.439
H (13.510, 25.069, -15.105)  0.437
H (13.293, 26.770, -15.777)  0.330
H (13.073, 24.997, -17.537)  -0.182
H (14.729, 24.309, -17.015)  0.116
H (17.074, 27.733, -18.218)  0.317
H (15.419, 28.458, -18.340)  0.305
H (16.598, 28.591, -19.666)  0.285
C (10.151, 26.483, -17.014)  -0.665
C (8.674, 26.223, -16.902)  -0.487
O (7.932, 27.332, -17.301)  -0.303
C (7.675, 28.346, -16.425)  0.720
O (8.268, 28.589, -15.413)  -0.556
O (6.807, 29.074, -17.053)  -0.325
C (6.509, 30.452, -16.729)  -0.648
H (10.271, 26.455, -18.097)  0.185
H (10.658, 25.659, -16.511)  0.230
H (10.448, 27.481, -16.690)  0.369
H (8.456, 26.060, -15.847)  0.363
H (8.399, 25.288, -17.390)  0.291
H (7.434, 31.013, -16.864)  0.291
H (6.335, 30.447, -15.653)  0.308
H (5.662, 30.896, -17.253)  0.227
C (9.450, 20.261, -23.299)  -0.534
C (7.996, 20.598, -23.400)  0.084
O (7.891, 21.417, -24.524)  -0.278
C (6.953, 22.328, -24.815)  0.686
O (7.055, 23.183, -25.704)  -0.612
O (5.907, 22.131, -24.014)  -0.287
C (4.578, 22.678, -24.145)  -0.670
H (9.402, 19.388, -22.648)  0.253
H (9.968, 21.045, -22.747)  0.022
H (9.887, 20.007, -24.264)  0.326
H (7.673, 20.963, -22.425)  -0.149
H (7.354, 19.733, -23.568)  0.268
H (4.688, 23.751, -23.988)  0.290
H (3.825, 22.500, -23.377)  0.256
H (4.290, 22.410, -25.162)  0.333
C (7.442, 21.687, -18.593)  -0.421
C (6.351, 21.733, -19.641)  -0.216
O (5.241, 22.286, -18.987)  -0.273
C (4.201, 22.801, -19.692)  0.662
O (4.235, 22.969, -20.926)  -0.564
O (3.201, 23.200, -18.846)  -0.338
C (1.983, 23.826, -19.320)  -0.634
H (8.251, 20.986, -18.801)  -0.156
H (7.191, 21.313, -17.601)  0.407
H (7.959, 22.646, -18.612)  0.087
H (6.124, 20.669, -19.690)  0.309
H (6.649, 22.138, -20.608)  0.278
H (1.355, 24.021, -18.451)  0.250
H (1.439, 23.244, -20.063)  0.289
H (2.198, 24.839, -19.661)  0.299
C (14.889, 18.252, -18.404)  -1.175
C (14.936, 19.765, -18.199)  0.136
O (16.213, 20.221, -18.146)  -0.257
C (16.490, 21.443, -18.613)  0.577
O (15.869, 22.030, -19.524)  0.148
O (17.674, 21.868, -18.037)  -0.389
C (18.293, 23.162, -18.354)  -0.588
H (15.493, 17.684, -17.696)  0.367
H (15.238, 18.094, -19.425)  0.121
H (13.941, 17.753, -18.206)  0.310
H (14.511, 19.955, -17.213)  0.275
H (14.392, 20.216, -19.029)  0.046
H (19.293, 23.044, -17.938)  0.308
H (17.704, 23.984, -17.945)  0.211
H (18.583, 23.317, -19.393)  0.273

Number 1: maximum force 1.72 eV/A, total energy -42189.8540 eV. Number 2: maximum force 4.91 eV/A, total energy -189170.1177 eV.